The following is a DFT calculation (ωB97M-V with the def2-TZVPD basis set) of a cluster of 14 separate species, C81H94Cl9N5O12 in total in a non-equilibrium geometry.

Output
Total charge ... 0
Lowest unoccupied orbital energy ... -1.848 eV
Frontier orbital gap ... 2.576 eV

CARTESIAN COORDINATES (ANGSTROEM)
C  5.53845  -0.41388  0.60973
N  4.07339  -0.31038  0.55880
C  3.34222  -1.14793  -0.23740
C  2.00430  -0.82536  -0.47697
C  1.37367  0.18866  0.21528
C  2.16944  1.03223  0.95849
C  3.49029  0.73475  1.16633
C  -0.08286  0.35851  0.15562
C  -0.97523  -0.71144  0.37504
C  -2.34071  -0.47747  0.39600
N  -2.79780  0.76094  0.08409
C  -1.98492  1.79477  -0.08878
C  -0.61304  1.62091  -0.03726
C  -4.26909  0.92427  -0.03162
H  5.88905  -1.41856  0.84337
H  5.92330  0.29649  1.34093
H  5.95013  -0.02160  -0.32120
H  3.93230  -1.93885  -0.67886
H  1.40425  -1.40585  -1.16447
H  1.78448  1.96374  1.35261
H  4.06347  1.39549  1.80446
H  -0.58285  -1.71570  0.57492
H  -3.02110  -1.27922  0.62057
H  -2.44051  2.71120  -0.43636
H  -0.00217  2.48619  -0.25414
H  -4.37812  1.60845  -0.87289
H  -4.60035  1.40601  0.88679
H  -4.77900  -0.01349  -0.22830
C  -0.24199  -6.07176  7.65098
C  -0.05587  -5.70114  6.16627
C  -0.42386  -4.22907  5.89459
C  0.31017  -3.62403  4.69615
N  0.09361  -2.13309  4.48084
C  1.12366  -1.62187  3.47686
C  1.22258  -0.09312  3.78650
C  0.70748  0.09931  5.20799
C  0.38591  -1.29048  5.71398
C  -1.25941  -1.89963  3.87874
H  0.40033  -6.94711  7.76532
H  -1.26157  -6.28760  7.96528
H  0.14612  -5.33491  8.35666
H  -0.58317  -6.44525  5.57256
H  1.00699  -5.74005  5.91693
H  -0.15475  -3.68469  6.80222
H  -1.51061  -4.11283  5.81603
H  0.12755  -4.12478  3.74644
H  1.36355  -3.59775  4.97829
H  0.81489  -1.69650  2.43866
H  2.08852  -2.02881  3.76772
H  0.54772  0.45189  3.12252
H  2.25054  0.23620  3.65445
H  -0.16520  0.75123  5.25791
H  1.50331  0.55422  5.79858
H  -0.52476  -1.41996  6.29406
H  1.31939  -1.74061  6.05202
H  -2.00906  -2.30249  4.55561
H  -1.28682  -2.39460  2.91060
H  -1.39713  -0.82512  3.76623
C  -0.11146  -4.37860  0.04749
O  0.65209  -3.67215  0.92306
H  -0.27739  -5.44804  0.27611
H  -1.09426  -3.89020  -0.17344
H  0.30859  -4.43989  -0.98933
C  5.39395  -4.57142  0.20308
O  4.83559  -4.01044  1.32798
H  6.36813  -5.07117  0.37325
H  4.72095  -5.33572  -0.22409
H  5.66255  -3.82648  -0.58285
Cl  4.96635  1.01092  5.00815
O  4.15075  1.32150  6.15451
O  4.49252  -0.22833  4.43346
O  4.92053  2.03883  3.98182
O  6.32853  0.85604  5.42684
Cl  2.89295  2.51717  -1.75301
C  4.51435  2.45258  -2.45056
C  5.37064  3.57198  -1.88698
Cl  5.60162  3.37308  -0.15869
H  4.41817  2.56699  -3.52827
H  4.92697  1.48163  -2.18904
H  5.01679  4.59555  -1.98600
H  6.39011  3.53469  -2.27257
Cl  -4.33256  -2.73498  2.67019
C  -5.11473  -2.81152  4.29692
C  -6.40313  -3.57624  4.06312
Cl  -7.45912  -3.36831  5.52748
H  -5.33409  -1.79066  4.59572
H  -4.43306  -3.30645  4.98220
H  -6.21762  -4.63948  3.96426
H  -6.94054  -3.08294  3.26112
Cl  8.96507  1.65414  2.63731
C  7.85696  3.06665  2.57462
C  8.55908  4.39724  2.57646
Cl  9.44104  4.74357  4.08209
H  7.34282  3.07248  3.53742
H  7.19257  2.92454  1.73071
H  7.79589  5.15966  2.42406
H  9.24427  4.42196  1.72693
Cl  -7.38961  1.31060  1.20544
C  -9.00315  0.97105  1.89562
C  -9.82930  2.24675  1.86206
Cl  -11.51945  1.93792  2.34109
H  -8.93710  0.61154  2.92126
H  -9.51861  0.18072  1.35326
H  -9.81194  2.71916  0.87924
H  -9.39444  3.04172  2.46879
C  10.23754  1.44115  -4.20409
C  10.97237  1.52266  -2.82438
C  10.22667  2.37137  -1.80227
C  8.97255  1.67504  -1.43792
N  7.99328  1.13899  -1.17324
H  9.18675  1.15947  -4.20265
H  10.79038  0.70026  -4.77706
H  10.31531  2.45153  -4.60828
H  12.00775  1.83817  -2.93684
H  11.00792  0.50758  -2.42217
H  9.82892  3.26440  -2.29694
H  10.72975  2.63731  -0.87487
C  -7.41497  4.73693  0.27189
C  -6.44903  5.77765  -0.33783
C  -5.01044  5.29755  -0.08067
C  -4.41775  4.66694  -1.26751
N  -3.95407  4.17061  -2.19411
H  -8.46517  5.02341  0.27562
H  -7.10817  4.67791  1.31911
H  -7.23984  3.78278  -0.21845
H  -6.61064  6.79105  0.02301
H  -6.66272  5.81943  -1.40635
H  -4.74844  4.58894  0.71199
H  -4.37655  6.14663  0.19539
C  -0.08579  -3.38736  -9.96322
C  1.11337  -2.93696  -10.47738
C  2.15434  -2.62350  -9.60015
C  1.90066  -2.61423  -8.23220
C  0.68039  -3.07074  -7.71030
C  -0.34147  -3.39837  -8.60139
C  0.39705  -3.11766  -6.23751
O  -0.70225  -3.37138  -5.80686
C  1.59375  -3.01064  -5.33191
C  1.48004  -3.54718  -4.06068
C  2.54796  -3.41090  -3.19150
C  3.79706  -3.06371  -3.70400
C  3.94697  -2.55736  -4.98947
C  2.81640  -2.57681  -5.82953
C  2.99599  -2.21738  -7.28336
O  4.05495  -1.78245  -7.67335
H  -0.87673  -3.77058  -10.59687
H  1.27201  -2.78432  -11.53607
H  3.09991  -2.22108  -9.93602
H  -1.30771  -3.66974  -8.19957
H  0.49534  -3.83393  -3.71720
H  2.41808  -3.76367  -2.17361
H  4.65976  -3.04981  -3.04785
H  4.92725  -2.22935  -5.29906
C  -1.42006  7.16603  -3.87289
C  -1.16085  8.50956  -3.80233
C  -0.82095  9.04222  -2.55049
C  -0.78895  8.22320  -1.42877
C  -1.06778  6.83210  -1.50240
C  -1.36298  6.31944  -2.76952
C  -0.85976  5.90968  -0.32182
O  -1.03677  4.71391  -0.37609
C  -0.41488  6.59382  0.90770
C  -0.20180  5.81536  2.05308
C  0.14274  6.40029  3.25851
C  0.29887  7.77255  3.38412
C  -0.05588  8.55087  2.29531
C  -0.25261  7.98606  1.02665
C  -0.58127  8.85102  -0.13878
O  -0.64766  10.06118  0.01215
H  -1.57441  6.59779  -4.78413
H  -1.31722  9.18783  -4.62879
H  -0.70303  10.11332  -2.48707
H  -1.49473  5.24853  -2.84553
H  -0.21356  4.73404  2.07470
H  0.37018  5.76257  4.10414
H  0.74802  8.17441  4.28108
H  -0.02094  9.62305  2.43715
C  -2.95498  -6.34855  -3.58160
C  -2.34681  -5.16536  -3.18613
C  -3.00475  -4.25260  -2.37378
C  -4.28707  -4.57475  -1.93463
C  -4.92098  -5.76629  -2.31856
C  -4.25863  -6.64209  -3.18371
C  -6.32486  -6.03697  -1.91667
O  -6.92065  -7.00116  -2.34130
C  -7.00348  -5.01968  -1.05576
C  -8.29748  -5.26842  -0.64246
C  -9.01772  -4.34639  0.11653
C  -8.40639  -3.15429  0.46640
C  -7.06659  -2.92103  0.11542
C  -6.37979  -3.83423  -0.65246
C  -4.97597  -3.55089  -1.09959
O  -4.51118  -2.45735  -0.83226
H  -2.59981  -6.94209  -4.41420
H  -1.34175  -5.00932  -3.55365
H  -2.40310  -3.40427  -2.08279
H  -4.82049  -7.38930  -3.72586
H  -8.82327  -6.18788  -0.86346
H  -9.95879  -4.66655  0.54226
H  -8.90625  -2.41989  1.08520
H  -6.69904  -1.95429  0.43082

Löwdin atomic charge list, values in e, 5 entries: C 0.024; N -0.029; C 0.070; C 0.046; C -0.204